85
Properties=species:S:1:pos:R:3 method="wB97M-V/def2-TZVPD" homo_lumo_gap_ev=8.9 fmax_ev_per_a=0.76 smiles="O=S(=O)(F)N(CCCNCc1ccccc1O)P(O)(O)=S.O=C1CCCO1.O=C1CCCO1.O=C1CCCO1.O=C1CCCO1" de_lowest_kj_mol=0.00 total_energy_ev=-90889.141
O -3.06384 2.29470 2.74176
S -1.67915 2.59515 2.73152
O -0.82157 2.28599 3.82548
F -1.53891 4.13265 2.52880
N -1.01212 1.99693 1.35726
C 0.45088 2.26914 1.18857
C 0.83763 3.63138 0.59174
C 1.81611 4.46928 1.43521
N 1.18798 5.58563 2.13871
C 1.45423 6.93193 1.63254
C 0.39914 7.43582 0.67239
C -0.53844 8.37120 1.09846
C -1.52600 8.85812 0.25560
C -1.58190 8.41130 -1.05739
C -0.65153 7.48828 -1.51092
C 0.32392 7.00580 -0.65199
O 1.27341 6.11174 -1.10113
P -1.95495 2.12716 -0.08709
O -2.92709 0.86197 0.08604
O -0.90059 1.67689 -1.17745
S -2.84928 3.77998 -0.44967
H 0.89656 2.15029 2.17788
H 0.83556 1.45386 0.57573
H -0.04569 4.24513 0.40600
H 1.30128 3.44488 -0.38075
H 2.59237 4.84762 0.76080
H 2.32168 3.83198 2.16917
H 1.45256 5.55065 3.11179
H 2.44828 7.01033 1.17164
H 1.43805 7.60830 2.49143
H -0.49250 8.70966 2.12870
H -2.24168 9.58721 0.61742
H -2.34632 8.79606 -1.72378
H -0.67877 7.13740 -2.53885
H 0.83858 5.46007 -1.66491
H -3.81812 1.14714 -0.16943
H -0.71144 0.71119 -1.10500
O 0.10034 -0.75108 -0.50365
C -0.17485 -1.82238 -1.00754
C -1.52039 -2.50499 -1.04739
C -1.14012 -3.94488 -1.38715
C 0.14216 -3.75616 -2.18622
O 0.74053 -2.55330 -1.62828
H -2.12810 -2.02381 -1.81731
H -2.02026 -2.39802 -0.08811
H -1.90063 -4.49860 -1.93285
H -0.92802 -4.47175 -0.46158
H -0.04026 -3.57907 -3.24713
H 0.85860 -4.56510 -2.08039
O 4.23205 -4.34848 -2.57147
C 4.60434 -3.22060 -2.69953
C 3.76778 -1.95775 -2.76565
C 4.74216 -0.93085 -3.33981
C 6.08150 -1.47109 -2.84795
O 5.91770 -2.89787 -2.79638
H 3.44607 -1.70927 -1.75347
H 2.88969 -2.12252 -3.38222
H 4.55473 0.09278 -3.02292
H 4.71112 -0.95920 -4.42976
H 6.32506 -1.11793 -1.84343
H 6.91402 -1.24974 -3.51098
O -0.45003 -4.34582 1.64849
C -0.21847 -3.50005 2.46928
C -1.19171 -2.55873 3.15092
C -0.27196 -1.48142 3.72203
C 1.01432 -2.26551 3.94996
O 1.02703 -3.27405 2.91939
H -1.71660 -3.11898 3.92721
H -1.91760 -2.17848 2.43639
H -0.64435 -1.00045 4.62197
H -0.10894 -0.70639 2.97517
H 1.03028 -2.77129 4.91740
H 1.91726 -1.66961 3.84747
O -3.02270 -7.68770 -3.65459
C -3.03595 -7.68285 -2.46060
C -4.11227 -8.20341 -1.52531
C -3.75574 -7.54608 -0.19256
C -2.24570 -7.37713 -0.32223
O -2.01071 -7.18063 -1.72956
H -4.02764 -9.29077 -1.48843
H -5.09556 -7.93771 -1.90252
H -4.04266 -8.12184 0.68438
H -4.23153 -6.56659 -0.12533
H -1.69987 -8.26898 -0.00835
H -1.85241 -6.51666 0.21430

---

74
Properties=species:S:1:pos:R:3 method="wB97M-V/def2-TZVPD" homo_lumo_gap_ev="7.5 / 6.4" fmax_ev_per_a=0.60 charge=+2 total_energy_ev=-58378.876 multiplicity=3
W -0.39308 -2.07713 0.34653
C -2.54204 -3.19442 0.32977
C -1.62072 -4.13865 -0.15555
C -0.46833 -4.44800 0.58247
C -0.30472 -3.90115 1.87737
C -1.30479 -3.07131 2.41931
C -2.38366 -2.65364 1.62292
H -3.36278 -2.87218 -0.29419
H -1.72679 -4.51493 -1.16279
H 0.29200 -5.09278 0.16425
H 0.58623 -4.11783 2.45001
H -1.18546 -2.66644 3.41259
H -3.08055 -1.91566 1.99523
C 3.84219 -1.90223 -0.87924
C 2.37540 -2.02225 -1.11365
O 1.65537 -2.01892 -0.07578
C 1.82937 -2.12908 -2.43298
C 2.67156 -2.14754 -3.56553
C 2.16008 -2.31449 -4.82542
C 0.78016 -2.47236 -4.98905
C -0.07021 -2.45108 -3.90261
C 0.43989 -2.27274 -2.61955
O -0.43039 -2.21181 -1.60780
H 4.03216 -1.80336 0.18527
H 4.23915 -1.03255 -1.40593
H 4.36151 -2.78087 -1.26585
H 3.73906 -2.03424 -3.43589
H 2.81430 -2.32719 -5.68551
H 0.36963 -2.60955 -5.98119
H -1.14025 -2.55701 -4.02847
C -0.84120 0.84298 -2.38739
C -1.76733 0.64304 -1.20424
C -2.28877 1.97920 -0.70732
C -2.92673 -0.28415 -1.50923
O -0.97952 -0.00537 -0.06419
Si 0.01067 0.88391 1.02162
S 0.45625 -0.82394 2.20502
O -0.71056 2.04371 1.83162
C -1.48369 2.25281 3.05447
C -2.11375 3.62503 2.90249
C -0.51972 2.21187 4.22814
C -2.54701 1.17034 3.17348
O 1.20957 1.38985 0.08584
C 2.20608 2.44809 0.28041
C 1.54064 3.78822 0.01772
C 2.75052 2.35002 1.69592
C 3.28829 2.16014 -0.74535
H -1.40053 1.33967 -3.18138
H -0.46774 -0.09758 -2.78154
H 0.00160 1.47625 -2.11439
H -2.91913 2.40139 -1.48950
H -1.48304 2.68693 -0.51206
H -2.89284 1.86594 0.19194
H -3.54752 0.18014 -2.27519
H -3.55242 -0.41702 -0.62280
H -2.58789 -1.24456 -1.89169
H -1.34219 4.38411 2.77366
H -2.69110 3.86970 3.79438
H -2.78149 3.65358 2.04053
H 0.23926 2.98871 4.12798
H -0.02783 1.23928 4.29732
H -1.06091 2.38754 5.15797
H -3.20518 1.17488 2.30180
H -3.15974 1.35084 4.05651
H -2.08237 0.18696 3.27816
H 0.74289 3.97355 0.73797
H 1.12584 3.81765 -0.99186
H 2.27392 4.59050 0.10313
H 1.96444 2.54400 2.43117
H 3.53791 3.08867 1.84602
H 3.17275 1.35951 1.87762
H 2.86845 2.14479 -1.75209
H 3.76050 1.19752 -0.53808
H 4.05635 2.93272 -0.70334

---

77
Properties=species:S:1:pos:R:3 method="wB97M-V/def2-TZVPD" homo_lumo_gap_ev="5.8 / 6.1" fmax_ev_per_a=0.16 charge=+3 de_lowest_kj_mol=13.82 total_energy_ev=-65649.407
Pb -1.82837 -1.75324 -1.32423
O -3.89700 -2.72912 -0.11413
C -3.74161 -3.74946 0.86909
C -2.28372 -3.90018 1.20697
C -1.92851 -4.76354 2.23725
C -0.59623 -4.94102 2.54735
C 0.36329 -4.23985 1.82072
C -0.05898 -3.40135 0.81869
N -1.36069 -3.22811 0.50728
H -4.82893 -2.65689 -0.35879
H -4.12394 -4.70217 0.49343
H -4.29532 -3.49325 1.77484
H -2.70147 -5.29197 2.78003
H -0.30379 -5.61596 3.34058
H 1.41822 -4.35183 2.02582
H 0.65185 -2.84366 0.22222
Cl -0.50235 -6.99072 -3.59108
C 0.10450 -5.41645 -3.32028
C 1.36169 -5.03568 -3.77138
C 1.79542 -3.74331 -3.51888
C 0.96932 -2.87705 -2.82938
N -0.24092 -3.24922 -2.39453
C -0.66966 -4.49275 -2.63664
H 1.98027 -5.74028 -4.31126
H 2.76579 -3.41311 -3.86133
H 1.26512 -1.85730 -2.61594
H -1.65492 -4.77107 -2.27952
N -0.17991 -0.30098 -0.40050
P 0.02165 1.18763 0.09817
N 1.54550 1.82439 -0.49719
C 2.63420 0.89179 -0.76652
C 3.99228 1.53342 -0.54848
C 4.18830 2.75370 -1.45821
C 2.87278 3.52729 -1.64239
C 1.88725 3.23624 -0.50648
N -1.07697 2.20242 -0.51816
C -1.01494 2.66881 -1.93542
C -2.38627 2.53766 -2.57467
C -3.39419 3.46250 -1.87927
C -3.07990 3.60726 -0.38200
C -2.39909 2.36111 0.15940
N 0.18992 1.33170 1.69963
C 0.25661 2.64228 2.39578
C 1.43888 2.65354 3.35034
C 1.25378 1.59837 4.45472
C 0.34776 0.45168 3.98802
C 0.56460 0.13983 2.51672
H 2.50726 0.58187 -1.81593
H 2.47290 -0.00998 -0.16714
H 4.76022 0.78315 -0.73184
H 4.07986 1.81260 0.50486
H 4.56053 2.43716 -2.43176
H 4.95376 3.39759 -1.02886
H 2.38891 3.27138 -2.58728
H 3.03944 4.60338 -1.65764
H 0.97684 3.82791 -0.56171
H 2.37212 3.45833 0.45737
H -0.26329 2.08630 -2.47060
H -0.69837 3.71500 -1.94244
H -2.70499 1.49164 -2.51142
H -2.30826 2.77313 -3.63558
H -4.40247 3.07457 -2.02138
H -3.37446 4.44626 -2.34717
H -3.98854 3.78071 0.19325
H -2.43297 4.46797 -0.19795
H -3.01799 1.47882 -0.03181
H -2.22877 2.42647 1.23241
H -0.67966 2.78444 2.94172
H 0.30969 3.43884 1.65398
H 1.54441 3.65034 3.77691
H 2.35331 2.45902 2.78019
H 0.81927 2.05799 5.34149
H 2.22709 1.21009 4.75369
H -0.70555 0.69402 4.14578
H 0.54392 -0.45223 4.56431
H -0.04296 -0.70196 2.18343
H 1.61744 -0.10695 2.34070

---

79
Properties=species:S:1:pos:R:3 method="wB97M-V/def2-TZVPD" homo_lumo_gap_ev="8.1 / 8.3" fmax_ev_per_a=0.95 charge=+2 de_lowest_kj_mol=13.65 total_energy_ev=-153895.365 multiplicity=5
Cr -0.00399 -0.23613 0.42161
O -1.94362 1.06028 5.71999
C -1.49542 -0.18234 5.68489
O -1.48188 -0.90808 6.63765
C -0.92964 -0.69806 4.38859
C -0.41955 -1.98229 4.29833
N 0.01088 -2.16266 3.04573
N -0.17924 -1.07321 2.29276
C -0.74687 -0.16830 3.11007
C -1.03034 1.18732 2.53856
O -1.53170 2.06202 3.20105
O -0.67352 1.30773 1.28004
H -1.85909 1.51780 4.85639
H -0.34987 -2.74263 5.05934
H 0.43648 -2.98548 2.65010
C 2.85832 -0.28717 -4.95120
Si 3.59855 0.07457 -3.28258
C 4.92819 1.35255 -3.49093
C 4.15577 -1.43509 -2.34732
Sb 1.66169 1.09416 -1.79316
Si 2.82277 1.83034 0.53524
C 2.97045 0.36666 1.67853
C 1.87692 3.28183 1.18081
C 4.50364 2.33039 -0.06737
Si 0.82149 3.40841 -2.74433
C 2.36708 4.44331 -2.78252
C -0.42168 4.09755 -1.54319
C 0.15923 3.04235 -4.44073
H 3.69526 -0.53997 -5.61020
H 2.37382 0.59144 -5.38006
H 2.16314 -1.12283 -4.98148
H 5.66434 0.92975 -4.18221
H 5.45490 1.61268 -2.57774
H 4.54556 2.26320 -3.95379
H 4.90582 -1.96672 -2.93926
H 3.33851 -2.13336 -2.15705
H 4.61896 -1.16900 -1.39537
H 2.07005 0.15180 2.25329
H 3.75226 0.61262 2.40497
H 3.29210 -0.53678 1.15591
H 0.80088 3.13419 1.22841
H 2.09699 4.17132 0.58781
H 2.23674 3.47510 2.19716
H 5.13186 1.47235 -0.30736
H 4.97610 2.86285 0.76555
H 4.48351 3.01317 -0.91596
H 2.81217 4.58114 -1.79630
H 2.07235 5.43543 -3.14058
H 3.12927 4.06568 -3.46423
H 0.07888 4.68630 -0.77357
H -1.04393 3.35384 -1.04685
H -1.08607 4.77048 -2.09314
H 0.84599 2.44457 -5.04141
H 0.02715 3.99852 -4.95706
H -0.80852 2.54180 -4.41335
Ge -0.04836 -0.84600 -2.56803
C -0.60650 -1.98615 -1.06508
C 0.29285 -2.94029 -0.56473
C -0.15547 -3.95572 0.27548
C -1.48760 -3.99641 0.66211
C -2.37699 -3.01669 0.23010
C -1.94578 -2.02240 -0.63446
C -1.53355 0.03259 -3.40117
C -2.26286 0.96432 -2.65991
C -3.33505 1.62919 -3.23267
C -3.67614 1.36827 -4.55560
C -2.95436 0.44382 -5.29672
C -1.88112 -0.22680 -4.72428
H 0.83805 -1.72780 -3.43926
H 1.32409 -2.94650 -0.90346
H 0.52709 -4.73627 0.59098
H -1.84099 -4.79940 1.29653
H -3.41343 -3.05343 0.53795
H -2.66083 -1.30190 -1.01534
H -1.99410 1.19250 -1.62989
H -3.90092 2.34902 -2.65632
H -4.50963 1.88801 -5.00858
H -3.22560 0.24404 -6.32457
H -1.32384 -0.94345 -5.31578

---

77
Properties=species:S:1:pos:R:3 method="wB97M-V/def2-TZVPD" homo_lumo_gap_ev="6.3 / 6.3" fmax_ev_per_a=0.86 charge=+2 de_lowest_kj_mol=25.99 total_energy_ev=-143190.042
Fe 1.07714 1.53384 0.49513
C -0.81743 1.23518 4.27822
C -0.42201 1.36756 2.84557
N 0.78767 1.32259 2.42734
C 1.97141 1.18299 3.25956
C 3.10946 0.71076 2.35533
N 3.09466 1.38025 1.02541
C 3.83586 2.64459 0.92471
C 2.89870 3.79771 1.22767
N 1.68871 3.65334 0.39399
C 1.90246 4.07250 -1.02731
C 1.73281 2.88961 -2.00136
N 0.64999 2.14530 -1.39317
C -0.58314 2.34595 -1.67314
C -1.08805 3.01159 -2.91349
C -1.50499 2.06050 -0.53586
C -2.86578 2.31660 -0.46791
C -3.49134 2.22290 0.76614
C -2.76433 1.88731 1.89943
C -1.40864 1.63715 1.76225
N -0.82696 1.73012 0.56335
H -0.46500 2.09895 4.84707
H -0.35927 0.34768 4.71641
H -1.89295 1.15862 4.40511
H 1.82442 0.47139 4.07443
H 2.19175 2.15145 3.71704
H 2.96766 -0.35177 2.15941
H 4.07491 0.83742 2.84912
H 3.46236 0.70056 0.37001
H 4.20328 2.73687 -0.09939
H 4.70844 2.66116 1.58104
H 3.39944 4.75259 1.04940
H 2.58758 3.78387 2.27207
H 0.96482 4.24444 0.78515
H 2.88065 4.53981 -1.14521
H 1.15664 4.82808 -1.27612
H 2.62229 2.25945 -2.02054
H 1.53547 3.25597 -3.00932
H -0.50874 2.71130 -3.78418
H -1.02133 4.09900 -2.82013
H -2.12972 2.76106 -3.09813
H -3.43145 2.59641 -1.34483
H -4.55188 2.41821 0.84740
H -3.25140 1.83377 2.86219
C 2.47943 -2.96929 -0.60010
S 1.61519 -1.57250 -1.30637
C 2.85714 -1.10239 -2.50674
O 1.65989 -0.50702 -0.22562
H 2.53353 -3.75734 -1.35154
H 1.89404 -3.31857 0.24806
H 3.47452 -2.66362 -0.27966
H 2.93849 -1.89867 -3.24710
H 3.81613 -0.94097 -2.01510
H 2.51095 -0.19491 -2.99853
C -4.21931 -2.71365 0.42401
As -2.80859 -1.37974 0.21039
C -1.49490 -2.12422 1.46863
C -2.01509 -2.00730 -1.49577
C -2.01040 -3.48580 -1.72116
C -1.04454 -4.30214 -1.13482
C -1.06324 -5.67845 -1.31042
C -2.05622 -6.26563 -2.08042
C -3.02391 -5.46581 -2.67134
C -3.00011 -4.09034 -2.49268
H -3.81863 -3.72154 0.32316
H -4.98653 -2.55521 -0.33271
H -4.67726 -2.59891 1.40565
H -1.47374 -3.21300 1.43759
H -1.75512 -1.81081 2.48090
H -0.50390 -1.73053 1.22477
H -1.00172 -1.60396 -1.48976
H -2.55192 -1.49488 -2.29601
H -0.27498 -3.85359 -0.51706
H -0.30598 -6.29532 -0.84293
H -2.07615 -7.33805 -2.21911
H -3.80093 -5.91457 -3.27608
H -3.76028 -3.47591 -2.96202

---

87
Properties=species:S:1:pos:R:3 method="wB97M-V/def2-TZVPD" homo_lumo_gap_ev=6.6 fmax_ev_per_a=5.34 charge=+1 total_energy_ev=-73947.024
C 0.08156 0.53010 -3.59188
N 0.54976 -0.60970 -4.44127
C -0.24227 -1.85786 -4.22208
B 2.01043 -0.83515 -4.36159
O 2.84313 -0.36800 -5.42982
C 2.76529 -1.63772 -3.14024
C 2.17539 -1.52110 -1.76232
C 3.03379 -2.28417 -0.76173
P 2.67050 -2.35697 1.08506
O 1.79878 -0.95386 1.53678
O 4.15488 -2.22430 1.93388
S 1.78861 -3.98611 1.64851
C 4.24343 -2.97774 -1.33062
N 4.69251 -3.07049 -2.63168
N 3.89729 -2.37859 -3.42542
H -1.03188 0.41581 -3.36596
H 0.70966 0.74040 -2.67123
H 0.15274 1.47391 -4.24106
H -1.32935 -1.62452 -4.50174
H 0.10270 -2.60695 -5.01983
H -0.18357 -2.27552 -3.16818
H 3.33370 0.44569 -5.20109
H 1.24202 -0.95646 -1.49556
H 1.20622 -0.74566 0.78185
H 4.58701 -1.36551 1.71400
H 4.90024 -3.51836 -0.56711
H 4.18443 -2.40467 -4.42368
C -2.06143 -3.55267 4.04371
C -2.17158 -2.84857 2.73176
N -2.25367 -2.29597 1.70273
H -1.05115 -3.43806 4.43973
H -2.77253 -3.12897 4.75473
H -2.27512 -4.61502 3.91675
C -0.92290 4.85903 -3.66129
C -0.90371 3.70470 -2.71347
N -0.88959 2.79952 -1.97097
H -1.73558 5.53852 -3.40192
H 0.02315 5.39914 -3.60716
H -1.07019 4.49960 -4.68418
C -4.90450 0.03761 4.72631
C -4.36330 -1.05714 5.58776
N -3.93969 -1.91399 6.26220
H -4.59792 -0.12021 3.69162
H -5.99381 0.04542 4.77879
H -4.52355 1.00091 5.06801
C -1.71907 2.61187 -7.85342
C -1.36561 3.90393 -7.19099
N -1.08872 4.91552 -6.67242
H -1.90540 2.77910 -8.91477
H -0.89819 1.90223 -7.74269
H -2.61634 2.19421 -7.39523
C 0.01208 7.86056 -0.61441
C -1.20211 7.71423 -1.47295
N -2.15195 7.60017 -2.14506
H 0.17638 6.94425 -0.04620
H 0.88522 8.05553 -1.23815
H -0.12322 8.69105 0.07930
C -1.21782 -6.41047 7.01879
C -2.42420 -6.50662 6.14122
N -3.37904 -6.59087 5.45459
H -1.11800 -7.31890 7.61342
H -0.32355 -6.28568 6.40776
H -1.31366 -5.55512 7.68864
C 2.76929 -7.84924 5.02335
C 2.41553 -7.62757 6.45887
N 2.14029 -7.45540 7.58237
H 1.93383 -8.32097 4.50469
H 2.99318 -6.89481 4.54527
H 3.64392 -8.49676 4.95308
C 6.66616 -3.92259 2.65425
C 6.59940 -5.37241 2.29908
N 6.54628 -6.50689 2.02184
H 7.46152 -3.43753 2.08614
H 5.71369 -3.44265 2.41987
H 6.87066 -3.80975 3.71964
C -4.56464 10.47893 -3.14191
C -4.21331 11.77315 -2.48253
N -3.93821 12.78540 -1.96700
H -4.75195 10.64229 -4.20377
H -3.74236 9.77074 -3.02960
H -5.46064 10.05983 -2.68287
C -2.42643 2.47432 1.09310
C -2.76036 2.62956 2.54198
N -3.02075 2.75044 3.67522
H -3.24451 1.97124 0.57674
H -2.26908 3.45378 0.64079
H -1.51827 1.88157 0.98287